# 1
Here is C5H16N2O as an isolated structure from OMol25. Energies are from wB97M-V/def2-TZVPD.

Results
- Strongest force on any atom: 0.02900 hartree/bohr
- Orbital gap: 8.18 eV
- Lowest unoccupied orbital energy: 0.0350 Eh

XYZ file:
```
24
C5H16N2O | OMol25 | wB97M-V/def2-TZVPD
H 0.931 -0.571 -2.325
H -2.272 1.660 0.867
N 1.660 -0.048 1.411
H 1.210 -2.273 -1.938
H -2.376 0.002 0.299
C -0.752 1.407 -1.521
H 0.065 1.816 0.367
H 0.838 -1.519 1.101
H 2.524 0.427 1.151
H 1.390 0.153 3.314
H -1.325 2.342 -1.525
H -0.843 -1.965 1.122
H -1.425 0.393 1.748
N 0.002 -1.912 0.569
H -1.100 -1.350 -1.085
C -0.444 0.958 -0.095
O 1.164 0.707 2.558
C -0.124 -1.307 -0.613
H -1.348 0.676 -2.078
C -1.696 0.736 0.746
H 1.969 -1.020 -0.952
H 0.721 0.371 0.476
C 1.069 -1.276 -1.509
H 0.163 1.594 -2.089
```

***

# 2
Here is a 2-piece molecular cluster, C5H16N2O overall from OMol25. Energies are from wB97M-V/def2-TZVPD.

Results
- Strongest force on any atom: 0.11066 hartree/bohr
- Orbital gap: 9.10 eV
- SMILES string: NCCCCCN.O
- Lowest unoccupied orbital energy: 0.0189 Eh

XYZ file:
```
24
C5H16N2O | OMol25 | wB97M-V/def2-TZVPD
H -0.947 -2.991 0.556
O -2.334 -0.378 2.122
H 1.540 -1.871 -1.549
H -1.355 -1.105 -1.123
C 1.639 -0.195 -0.211
N -0.674 -2.958 -0.353
H -0.566 -0.985 0.486
C 0.752 -0.950 -1.260
C -0.462 -1.484 -0.545
H -2.433 -1.113 2.771
H 1.446 1.441 1.245
C -0.216 1.624 -0.103
C 1.244 1.221 0.208
H 2.728 -0.290 -0.593
H -0.591 1.019 -1.053
H -0.891 1.486 0.655
H 0.001 -3.509 -0.758
H -2.334 0.523 2.463
H 0.591 3.483 -0.309
H 2.018 1.782 -0.375
N -0.291 3.054 -0.638
H 1.658 -0.942 0.656
H 0.448 -0.392 -2.120
H -0.970 3.529 -0.173
```

***

# 3
Here is a 2-piece molecular cluster, C5H16N2O overall from OMol25. Energies are from wB97M-V/def2-TZVPD.

Results
- Strongest force on any atom: 0.04997 hartree/bohr
- Orbital gap: 9.68 eV
- SMILES string: C[C@H](N)CN(C)C.O
- Lowest unoccupied orbital energy: 0.0341 Eh

XYZ file:
```
24
C5H16N2O | OMol25 | wB97M-V/def2-TZVPD
H -1.882 0.503 -1.526
H -2.539 -0.149 1.773
H 2.915 -0.765 -0.403
H -1.925 -3.095 0.063
H 2.143 2.187 -1.186
C 0.292 -0.339 0.015
H -1.677 -2.002 -0.983
N 1.392 0.671 0.044
C -0.994 0.437 0.290
H 1.763 0.742 -2.112
H -0.830 -0.441 2.283
H 0.527 -0.969 0.873
H 3.563 0.706 0.175
C -1.508 0.216 1.753
H -1.547 1.182 2.257
H -0.821 1.511 0.272
C 2.703 0.057 0.296
H 0.504 1.825 -1.521
H -2.947 0.394 -0.173
H 2.593 -0.272 1.333
H 0.330 -0.936 -0.896
C 1.442 1.354 -1.251
O -1.377 -2.909 -0.729
N -2.121 0.091 -0.647
```

***

# 4
Here is a 2-piece molecular cluster, C5H16N2O overall from OMol25. Energies are from wB97M-V/def2-TZVPD.

Results
- Strongest force on any atom: 0.10183 hartree/bohr
- Orbital gap: 9.23 eV
- SMILES string: C[C@H](N)CN(C)C.O
- Lowest unoccupied orbital energy: 0.0366 Eh

XYZ file:
```
24
C5H16N2O | OMol25 | wB97M-V/def2-TZVPD
H -3.003 -1.478 0.498
C -0.147 0.151 -0.702
H -2.710 -0.038 -0.144
H 0.845 -0.870 1.722
N -0.211 -0.685 1.751
H -0.460 -1.932 0.100
H 2.263 -0.122 -2.908
H -0.831 0.101 -1.524
H 2.590 0.867 -0.582
C 2.269 -0.268 -0.319
H -0.721 -1.138 2.458
H 2.144 -0.414 0.771
H 3.111 -0.928 -0.719
C -0.730 -0.850 0.426
H 1.044 -1.559 -2.874
H -2.560 -0.260 1.632
C -2.430 -0.628 0.623
C 1.250 -0.523 -2.651
H 0.618 0.136 -3.191
H -0.878 1.936 1.636
N 1.090 -0.603 -1.113
O -0.958 2.870 1.549
H 0.192 1.178 -0.378
H -1.415 3.277 2.379
```

***

# 5
Here is a 2-piece molecular cluster, C5H16N2O overall from OMol25. Energies are from wB97M-V/def2-TZVPD.

Results
- Strongest force on any atom: 0.15855 hartree/bohr
- Orbital gap: 9.51 eV
- SMILES string: CNC[C@H](C)NC.O
- Lowest unoccupied orbital energy: 0.0356 Eh

XYZ file:
```
24
C5H16N2O | OMol25 | wB97M-V/def2-TZVPD
H 0.697 -1.796 2.846
H 0.260 -1.855 0.464
H 0.464 2.140 -2.115
H -0.928 0.554 -1.152
H -2.251 1.456 0.683
H -1.023 -1.781 -2.305
O -3.000 1.156 1.242
N 0.039 -0.029 1.530
H -1.383 -1.109 0.503
H 2.319 1.681 -2.495
H -2.618 1.035 2.129
H 1.947 -0.036 -1.110
N 1.180 0.532 -0.859
H 0.876 -0.118 3.393
H -0.663 -0.871 3.312
H -0.006 -0.760 -3.039
H 0.815 0.639 1.442
H 0.608 -2.056 -2.099
C 0.272 -0.800 2.787
C -0.179 -1.218 -2.089
C -0.300 -0.892 0.414
H 1.712 2.508 -0.861
C -0.136 -0.171 -0.940
C 1.299 1.792 -1.681
```

***

# 6
Here is a 2-piece molecular cluster, C5H16N2O overall from OMol25. Energies are from wB97M-V/def2-TZVPD.

Results
- Strongest force on any atom: 0.03286 hartree/bohr
- Total charge: +1
- Orbital gap (alpha / beta): 11.10 / 5.57 eV
- Spin multiplicity: 2
- Lowest unoccupied orbital energy (alpha / beta): -0.0972 / -0.2743 Eh

XYZ file:
```
24
C5H16N2O | OMol25 | wB97M-V/def2-TZVPD
H 1.277 1.656 0.739
C 1.168 -1.811 1.153
H -1.946 -1.032 -1.513
H -0.417 2.248 0.879
H 2.764 -0.598 0.456
H 1.718 -1.163 -0.698
H -2.681 -1.912 -0.249
H -1.336 -0.433 1.442
H -0.812 4.181 -2.073
O 0.093 3.863 -2.163
H 0.510 4.536 -2.719
H -0.012 -2.394 -0.571
H 0.286 1.013 1.973
H -3.034 -0.251 -0.390
H 1.511 -2.787 1.526
C -0.161 -2.018 0.444
N -0.271 0.442 -0.003
H 1.034 -1.342 2.137
C -2.210 -0.962 -0.452
N 2.165 -1.357 0.194
H -0.694 0.968 -0.772
H -0.766 -2.774 0.950
C 0.245 1.384 0.955
C -0.998 -0.730 0.443
```

***

# 7
Here is a 3-piece molecular cluster, C5H16N2O3 overall from OMol25. Energies are from wB97M-V/def2-TZVPD.

Results
- Strongest force on any atom: 0.00899 hartree/bohr
- Orbital gap: 10.16 eV
- SMILES string: CC(=O)N[C@H](C)CN.O.O
- Lowest unoccupied orbital energy: 0.0235 Eh

XYZ file:
```
26
C5H16N2O3 | OMol25 | wB97M-V/def2-TZVPD
H -0.742 1.046 2.511
H 0.679 1.702 1.085
H -2.336 0.952 -2.565
C 2.253 -1.201 -1.197
H -0.165 -1.106 -1.613
C -2.232 0.365 -1.651
H -2.057 -0.756 1.687
H 3.289 -1.092 -0.888
N 0.031 -0.278 -1.077
H 2.103 1.556 1.842
H -2.358 -0.690 -1.898
O -0.743 1.714 -0.351
H -1.314 -1.440 0.548
H -1.733 1.646 1.501
O -2.028 -1.594 1.175
C 1.390 -0.117 -0.566
H 2.217 -1.142 -2.286
H -3.054 0.649 -0.997
C -0.927 0.679 -0.976
H 0.666 -0.892 1.301
H 1.911 -2.197 -0.905
N 1.235 1.077 1.658
H 1.762 0.868 -0.853
C 1.437 -0.197 0.974
O -1.681 1.048 2.256
H 2.399 -0.600 1.285
```

***

# 8
Here is an isolated ion of composition C5H16N2OP and charge +1 from OMol25. Energies are from wB97M-V/def2-TZVPD.

Results
- Strongest force on any atom: 0.07931 hartree/bohr
- Total charge: +1
- Orbital gap (alpha / beta): 6.64 / 7.74 eV
- Spin multiplicity: 3
- Lowest unoccupied orbital energy (alpha / beta): -0.1038 / -0.2441 Eh

XYZ file:
```
25
C5H16N2OP | OMol25 | wB97M-V/def2-TZVPD
H 0.137 3.216 -0.351
H 0.243 0.280 2.341
N 0.148 -0.150 0.365
H -2.329 1.415 -1.486
H 0.193 -1.493 1.961
C 0.662 -0.491 1.740
C 0.478 -1.278 -0.560
H 2.453 -0.985 0.027
C -0.143 2.404 0.363
H 1.688 1.295 0.074
H 0.280 -2.195 -0.110
C 0.581 1.131 -0.200
H -2.947 -1.831 0.596
H -0.244 -1.196 -1.440
H 1.718 -0.755 1.805
H -1.201 2.286 0.369
O -2.070 -1.491 0.395
H 2.163 -0.492 -1.570
C 1.900 -1.202 -0.869
H 2.143 -2.275 -1.300
H 0.235 2.510 1.477
N -2.061 0.482 -1.439
P -1.679 0.032 0.583
H 0.451 0.993 -1.339
H -2.799 -0.209 -1.432
```

***

# 9
Here is a 2-piece molecular cluster, C5H16N3 overall from OMol25. Energies are from wB97M-V/def2-TZVPD.

Results
- Strongest force on any atom: 0.09510 hartree/bohr
- Total charge: +1
- Orbital gap: 10.61 eV
- Lowest unoccupied orbital energy: -0.1235 Eh

XYZ file:
```
24
C5H16N3 | OMol25 | wB97M-V/def2-TZVPD
H 1.207 -1.568 0.179
N 0.446 3.036 -0.003
H -0.117 3.003 -2.571
H -3.312 -0.528 -1.066
C -1.073 -0.140 -1.004
H -2.535 -1.382 0.122
N -0.400 0.892 -0.229
C 1.790 -1.508 1.080
H 2.832 -1.041 1.030
H 0.058 3.325 0.850
H -0.173 0.800 0.827
H 1.182 3.722 -0.343
N 0.151 2.158 -2.086
C 1.472 -2.789 1.787
H 2.204 -2.808 2.679
H 1.469 -3.732 1.294
C -0.111 2.077 -0.805
H -1.192 -0.166 -2.157
H 1.271 -0.644 1.545
H -2.765 0.304 0.367
C -2.463 -0.480 -0.410
H 0.611 -2.757 2.452
H -0.431 -1.010 -0.991
H -0.123 1.235 -2.547
```

***

# 10
Here is an isolated ion of composition C5H16N3 and charge +1 from OMol25. Energies are from wB97M-V/def2-TZVPD.

Results
- Strongest force on any atom: 0.05974 hartree/bohr
- Total charge: +1
- Orbital gap: 10.40 eV
- SMILES string: CNC[C@@H]([NH3+])CCN
- Lowest unoccupied orbital energy: -0.1114 Eh

XYZ file:
```
24
C5H16N3 | OMol25 | wB97M-V/def2-TZVPD
H 2.613 0.011 1.161
N -1.229 1.114 -1.106
H 0.660 0.053 -1.735
H 1.344 -1.452 2.113
C -2.110 -0.092 -1.366
C 1.757 -0.241 0.480
H -1.688 -1.065 -1.262
N -0.285 1.147 1.334
H 1.767 -2.411 0.715
H 1.590 1.823 0.449
H 2.399 -0.267 -0.455
H -0.768 0.289 1.644
C 0.818 0.951 0.301
H -1.528 1.781 -1.915
H -0.398 -1.643 -0.175
C 1.213 -1.538 1.017
N -0.257 -1.826 0.787
H -2.416 -0.134 -2.386
H 0.721 1.814 -1.581
H -3.145 0.218 -0.987
H -0.362 -2.815 1.055
H 0.073 1.628 2.159
H -1.022 1.752 0.916
C 0.252 0.903 -1.161
```

***

# 11
Here is a 2-piece molecular cluster, C5H16N4 overall from OMol25. Energies are from wB97M-V/def2-TZVPD.

Results
- Strongest force on any atom: 0.06414 hartree/bohr
- Orbital gap: 8.92 eV
- SMILES string: C=NC(C)(N)N.CCN
- Lowest unoccupied orbital energy: 0.0323 Eh

XYZ file:
```
25
C5H16N4 | OMol25 | wB97M-V/def2-TZVPD
H -0.737 2.181 -0.416
H -2.231 -0.347 1.510
C -0.416 1.522 -1.226
N -1.658 0.252 0.926
H 0.039 1.986 -2.092
H 0.159 -1.619 0.914
H 2.564 -0.944 -0.030
C -1.268 -0.505 -0.269
H 1.482 1.897 0.303
C -0.608 -1.812 0.170
N 1.197 0.718 1.976
H -0.162 -2.305 -0.692
H 1.585 -0.042 2.514
N -0.360 0.242 -1.130
N -2.470 -0.854 -1.036
H 2.777 0.447 -1.175
C 1.931 1.056 0.835
C 2.077 -0.142 -0.584
H -1.362 -2.467 0.603
H -2.215 -1.468 -1.803
H 1.609 -0.712 -1.379
H -2.858 -0.011 -1.452
H -2.246 1.035 0.660
H 0.193 0.651 1.792
H 2.977 1.242 1.083
```

***

# 12
Here is a 2-piece molecular cluster, C5H16NO overall from OMol25. Energies are from wB97M-V/def2-TZVPD.

Results
- Strongest force on any atom: 0.10089 hartree/bohr
- Orbital gap (alpha / beta): 3.90 / 11.45 eV
- Spin multiplicity: 2
- Lowest unoccupied orbital energy (alpha / beta): 0.0334 / 0.0199 Eh

XYZ file:
```
23
C5H16NO | OMol25 | wB97M-V/def2-TZVPD
O -3.016 1.143 1.345
C 2.465 -0.747 0.411
C 1.229 1.415 -0.309
H 0.391 -1.775 -0.113
N -1.413 -0.732 0.534
H -3.002 2.123 1.366
H 2.294 -1.554 1.075
H -3.612 0.945 2.120
H 0.532 -0.896 -2.455
H 2.782 -0.973 -0.598
H 0.740 2.354 0.040
C -0.300 -0.678 -1.742
H -1.740 0.191 0.370
H -1.431 -0.923 1.493
H -0.761 0.242 -1.996
H -2.159 -1.417 0.181
C -0.082 -0.860 -0.268
H -0.786 -1.435 -2.277
H 0.774 1.256 -1.333
H 2.042 2.034 -0.450
H 0.807 0.329 1.407
C 1.008 0.102 0.318
H 3.239 -0.145 0.881
```

***

Calculated values (kJ/mol) of energy above the lowest of the compared OMol25 structures with the same formula, charge and spin for the records, taken in order: 526.8 265.4 118.1 302.2 249.5 37.2 4.3 110.5 237.1 271.8 334.6 322.1.
Calculated values (hartree) of E_tot for the records, taken in order: -384.65744 -384.75700 -384.81308 -384.74297 -384.76304 -384.52910 -535.37707 -725.77528 -364.08503 -364.07183 -419.01830 -329.89304.
Calculated values (g mol⁻¹) of molecular weight for the records, taken in order: 120.2 120.2 120.2 120.2 120.2 120.2 152.2 151.2 118.2 118.2 132.2 106.2.